{"formula": "C16H14N2O7", "method": "wB97M-V/def2-TZVPD", "symbols": ["C", "O", "C", "C", "C", "C", "O", "N", "C", "C", "C", "C", "C", "C", "O", "C", "O", "C", "N", "O", "O", "C", "C", "O", "C", "H", "H", "H", "H", "H", "H", "H", "H", "H", "H", "H", "H", "H", "H"], "positions_angstrom": [[-2.863, -1.569, -0.216], [-2.881, -0.265, 0.320], [-1.790, 0.195, 0.986], [-0.653, -0.581, 1.192], [0.476, -0.083, 1.824], [1.600, -1.015, 2.173], [1.822, -1.327, 3.321], [2.250, -1.599, 1.132], [2.109, -1.344, -0.237], [2.160, -2.415, -1.124], [2.008, -2.236, -2.496], [1.798, -0.954, -2.941], [1.767, 0.126, -2.056], [1.930, -0.036, -0.704], [1.566, 1.281, -2.757], [1.495, 0.904, -4.116], [1.611, -0.499, -4.220], [0.449, 1.232, 2.275], [1.636, 1.814, 2.834], [1.514, 2.775, 3.559], [2.694, 1.319, 2.499], [-0.685, 2.013, 2.119], [-1.819, 1.522, 1.484], [-2.835, 2.409, 1.398], [-4.110, 2.049, 0.909], [-2.052, -1.694, -0.941], [-3.821, -1.684, -0.721], [-2.776, -2.325, 0.569], [-0.635, -1.605, 0.854], [2.895, -2.331, 1.400], [2.321, -3.410, -0.738], [2.050, -3.066, -3.180], [1.959, 0.808, -0.039], [2.314, 1.385, -4.675], [0.531, 1.227, -4.539], [-0.691, 3.029, 2.481], [-4.724, 2.937, 1.053], [-4.538, 1.217, 1.471], [-4.081, 1.795, -0.152]], "forces_ev_per_angstrom": [[-0.004, -0.236, -0.109], [0.079, 0.379, 0.203], [0.019, 0.127, 0.047], [-0.020, 0.133, 0.094], [-0.135, 0.441, 0.422], [-0.202, -0.221, -0.041], [0.020, 0.031, 0.172], [0.431, -0.363, 0.207], [-0.073, -0.016, -0.620], [-0.025, 0.130, 0.288], [-0.028, 0.359, -0.335], [0.026, 0.294, 0.500], [-0.007, -0.632, -0.249], [0.112, 0.102, -0.321], [0.040, -0.042, 0.487], [-0.125, 0.760, -0.974], [0.028, -0.431, 0.106], [-1.043, -0.771, -0.645], [0.345, 0.275, 0.096], [0.018, 0.249, 0.253], [0.322, 0.017, -0.035], [0.098, -0.113, 0.001], [0.299, -0.276, 0.025], [0.293, 0.069, 0.022], [-0.492, 0.000, -0.148], [-0.009, 0.006, 0.036], [0.092, -0.051, 0.020], [0.017, 0.028, -0.023], [-0.021, -0.102, -0.070], [-0.119, 0.133, 0.071], [-0.030, -0.112, 0.083], [0.011, -0.125, -0.092], [0.017, 0.140, 0.108], [-0.134, -0.148, 0.189], [0.187, -0.118, 0.160], [-0.019, 0.068, 0.011], [0.025, -0.078, -0.011], [0.024, 0.062, -0.039], [-0.016, 0.030, 0.109]], "e_above_lowest_kj_mol": 183.36, "e_homo_ha": -0.299, "smiles": "COc1cc(C(=O)Nc2ccc3c(c2)OCO3)c([N+](=O)[O-])cc1OC", "energy_ev": -34127.823}


{"formula": "C21H27AlF7NO22PS", "method": "wB97M-V/def2-TZVPD", "symbols": ["N", "P", "O", "Al", "S", "H", "H", "H", "H", "H", "H", "C", "C", "O", "C", "O", "O", "F", "H", "H", "H", "C", "C", "O", "C", "O", "O", "F", "H", "H", "H", "C", "C", "O", "C", "O", "O", "F", "H", "H", "H", "C", "C", "O", "C", "O", "O", "F", "H", "H", "H", "C", "C", "O", "C", "O", "O", "F", "H", "H", "H", "C", "C", "O", "C", "O", "O", "F", "H", "H", "H", "C", "C", "O", "C", "O", "O", "F", "H", "H", "H"], "positions_angstrom": [[-2.556, 6.544, -7.024], [-3.701, 5.319, -6.576], [-2.967, 3.841, -6.983], [-5.337, 5.520, -8.341], [-7.402, 5.657, -7.366], [-1.591, 6.247, -7.018], [-2.779, 6.990, -7.905], [-2.991, 3.710, -7.946], [-5.236, 4.228, -9.225], [-4.925, 6.833, -9.210], [-7.383, 6.834, -6.789], [-0.671, 2.148, -4.876], [-1.883, 1.236, -4.917], [-1.598, 0.324, -3.855], [-0.809, 0.959, -2.953], [-0.590, 0.565, -1.851], [-0.313, 2.092, -3.479], [-1.979, 0.554, -6.076], [0.141, 1.736, -5.473], [-0.890, 3.163, -5.189], [-2.823, 1.748, -4.721], [2.131, 1.373, -0.113], [3.141, 0.755, 0.835], [3.871, 1.897, 1.273], [3.042, 2.972, 1.198], [3.255, 4.020, 1.720], [1.957, 2.679, 0.466], [3.986, -0.098, 0.201], [2.542, 1.476, -1.116], [1.191, 0.836, -0.162], [2.704, 0.241, 1.682], [-7.059, 1.044, -8.348], [-7.068, -0.184, -9.238], [-6.579, 0.327, -10.450], [-5.774, 1.421, -10.170], [-5.031, 1.897, -10.949], [-5.978, 1.804, -8.890], [-8.313, -0.697, -9.425], [-7.986, 1.609, -8.447], [-6.877, 0.823, -7.302], [-6.416, -0.992, -8.903], [3.969, 3.955, 5.124], [2.725, 3.083, 5.202], [3.017, 2.260, 6.331], [3.857, 2.950, 7.152], [4.090, 2.642, 8.275], [4.372, 4.010, 6.508], [2.579, 2.335, 4.096], [4.741, 3.466, 4.533], [3.786, 4.950, 4.737], [1.799, 3.626, 5.390], [4.120, -1.006, 7.782], [2.778, -1.164, 7.085], [2.586, -2.578, 7.143], [3.259, -3.053, 8.230], [3.108, -4.129, 8.713], [4.111, -2.122, 8.690], [2.825, -0.753, 5.803], [4.936, -1.121, 7.070], [4.228, -0.071, 8.320], [1.949, -0.671, 7.591], [2.729, -7.325, 7.247], [1.371, -7.518, 6.597], [1.197, -8.917, 6.668], [1.910, -9.384, 7.743], [1.785, -10.457, 8.221], [2.761, -8.425, 8.170], [1.347, -7.132, 5.296], [3.531, -7.440, 6.517], [2.831, -6.376, 7.760], [0.545, -7.031, 7.115], [0.190, -3.818, 0.182], [1.265, -4.472, 1.039], [1.978, -3.343, 1.523], [1.125, -2.286, 1.556], [1.335, -1.262, 2.117], [0.012, -2.563, 0.853], [2.098, -5.260, 0.326], [0.555, -3.643, -0.830], [-0.743, -4.368, 0.147], [0.890, -5.041, 1.885]], "forces_ev_per_angstrom": [[-0.207, 0.066, -0.433], [-0.200, -0.073, 1.061], [0.327, -0.157, -0.722], [0.153, 0.834, 0.070], [-0.343, -0.942, -0.426], [0.079, 0.093, 0.220], [0.194, -0.086, -0.209], [-0.059, -0.156, 0.277], [-0.017, -0.309, -0.103], [-0.021, 0.057, 0.141], [0.234, 0.695, 0.277], [-0.145, 0.038, 0.032], [0.255, 0.232, 0.025], [-0.263, 0.061, 0.129], [-0.031, -0.010, -0.252], [0.094, -0.095, 0.018], [0.076, 0.100, -0.155], [0.076, -0.189, 0.024], [0.007, -0.081, -0.037], [-0.069, 0.090, 0.179], [-0.109, -0.032, -0.091], [-0.013, -0.071, 0.126], [0.019, 0.324, -0.273], [-0.072, -0.100, 0.237], [0.093, -0.054, -0.067], [0.061, 0.061, 0.029], [-0.087, -0.114, -0.094], [0.110, 0.051, -0.066], [0.097, -0.017, -0.026], [-0.167, 0.174, 0.097], [0.099, -0.002, 0.108], [-0.005, 0.007, 0.135], [0.097, 0.290, -0.049], [0.277, -0.014, -0.111], [-0.477, -0.239, 0.265], [0.119, 0.060, -0.068], [0.057, -0.285, -0.185], [-0.060, 0.083, -0.036], [-0.076, -0.044, -0.059], [0.158, 0.069, 0.030], [-0.075, -0.106, 0.073], [-0.149, -0.033, 0.158], [0.468, 0.251, 0.037], [-0.294, 0.116, -0.032], [0.016, -0.083, -0.228], [0.061, -0.106, 0.019], [0.019, 0.117, -0.151], [-0.064, -0.398, 0.084], [-0.012, -0.077, -0.051], [-0.010, 0.104, 0.128], [-0.077, -0.046, -0.057], [-0.179, 0.001, 0.070], [0.432, -0.104, 0.158], [-0.212, 0.036, 0.174], [-0.003, 0.095, -0.133], [-0.030, 0.016, -0.248], [0.152, 0.223, 0.003], [-0.050, -0.236, -0.071], [-0.006, -0.038, -0.095], [-0.050, -0.032, 0.170], [-0.076, 0.056, -0.102], [-0.147, 0.032, 0.017], [0.219, -0.111, -0.040], [-0.186, -0.143, 0.241], [0.054, 0.342, -0.281], [0.013, -0.114, -0.003], [0.061, 0.073, 0.006], [0.078, -0.062, -0.002], [-0.044, -0.033, -0.114], [0.003, -0.034, 0.246], [-0.041, 0.121, -0.040], [0.100, -0.003, 0.146], [-0.034, 0.377, -0.200], [-0.042, -0.163, 0.266], [0.040, -0.039, -0.229], [-0.047, -0.123, 0.068], [-0.165, -0.147, -0.111], [0.081, 0.061, -0.094], [0.085, -0.022, -0.028], [-0.113, 0.084, 0.125], [-0.039, -0.164, 0.106]], "charge": -1, "e_homo_ha": -0.143, "energy_ev": -114497.926}


{"formula": "C45H57N11O2P", "method": "wB97M-V/def2-TZVPD", "symbols": ["C", "C", "N", "C", "N", "C", "C", "C", "C", "N", "N", "C", "C", "C", "C", "C", "C", "C", "C", "P", "N", "O", "O", "H", "H", "H", "H", "H", "H", "H", "H", "H", "H", "H", "H", "H", "H", "H", "H", "H", "H", "H", "H", "H", "H", "H", "H", "H", "H", "H", "N", "C", "C", "C", "C", "C", "H", "H", "H", "H", "H", "N", "C", "C", "C", "C", "C", "H", "H", "H", "H", "H", "N", "C", "C", "C", "C", "C", "H", "H", "H", "H", "H", "N", "C", "C", "C", "C", "C", "H", "H", "H", "H", "H", "N", "C", "C", "C", "C", "C", "H", "H", "H", "H", "H", "N", "C", "C", "C", "C", "C", "H", "H", "H", "H", "H"], "positions_angstrom": [[0.337, 2.374, 4.831], [-0.991, 2.560, 4.624], [-1.439, 2.840, 3.243], [-2.606, 2.073, 2.893], [-3.657, 1.692, 3.772], [-4.681, 2.761, 3.961], [-6.058, 2.016, 4.315], [-7.120, 2.157, 3.134], [-7.178, 0.835, 2.219], [-2.698, 1.645, 1.660], [-3.803, 0.857, 1.286], [-1.674, 1.909, 0.606], [-0.532, 0.831, 0.806], [-0.825, -0.509, 0.267], [0.146, -1.605, 0.414], [1.396, -1.299, 1.125], [1.692, 0.045, 1.650], [3.047, 0.300, 2.417], [0.726, 1.141, 1.497], [-1.612, 4.550, 2.914], [-1.406, 5.320, 4.262], [-0.427, 5.027, 1.796], [-3.099, 4.997, 2.308], [0.612, 1.703, 5.683], [1.095, 2.841, 4.155], [-1.775, 2.484, 5.409], [-3.317, 1.316, 4.657], [-4.868, 3.385, 3.055], [-4.435, 3.432, 4.833], [-5.863, 0.907, 4.403], [-6.471, 2.329, 5.306], [-6.844, 2.986, 2.417], [-8.147, 2.361, 3.541], [-8.263, 0.592, 2.072], [-6.709, 1.011, 1.212], [-6.660, -0.036, 2.693], [-3.774, 0.689, 0.275], [-4.624, 1.463, 1.421], [-2.094, 1.805, -0.434], [-1.229, 2.931, 0.658], [-1.802, -0.674, -0.249], [-0.042, -2.633, 0.024], [2.163, -2.098, 1.298], [3.259, 1.402, 2.308], [2.847, 0.107, 3.502], [3.882, -0.329, 2.020], [0.952, 2.155, 1.909], [-2.225, 5.889, 4.484], [0.215, 4.286, 1.782], [-2.960, 5.427, 1.437], [4.358, -2.850, 0.341], [4.328, -2.155, -0.804], [5.462, -1.739, -1.483], [6.700, -2.054, -0.946], [6.758, -2.770, 0.239], [5.566, -3.143, 0.838], [3.336, -1.929, -1.183], [5.377, -1.182, -2.407], [7.610, -1.745, -1.447], [7.707, -3.034, 0.688], [5.560, -3.708, 1.765], [-9.194, 3.524, 5.451], [-10.512, 3.338, 5.584], [-11.224, 3.655, 6.730], [-10.532, 4.192, 7.804], [-9.166, 4.392, 7.691], [-8.549, 4.045, 6.501], [-11.010, 2.913, 4.719], [-12.291, 3.485, 6.780], [-11.053, 4.451, 8.718], [-8.592, 4.809, 8.509], [-7.481, 4.188, 6.365], [-1.730, 5.582, -2.672], [-1.689, 5.905, -1.375], [-1.976, 7.171, -0.889], [-2.321, 8.161, -1.797], [-2.367, 7.850, -3.145], [-2.066, 6.552, -3.528], [-1.410, 5.102, -0.699], [-1.930, 7.379, 0.174], [-2.550, 9.164, -1.456], [-2.631, 8.596, -3.882], [-2.093, 6.259, -4.572], [0.876, -2.753, -2.719], [0.478, -2.655, -3.993], [0.770, -3.597, -4.967], [1.522, -4.704, -4.604], [1.947, -4.827, -3.291], [1.598, -3.831, -2.393], [-0.104, -1.771, -4.230], [0.420, -3.468, -5.982], [1.773, -5.461, -5.336], [2.536, -5.677, -2.970], [1.906, -3.886, -1.352], [3.770, -5.512, -6.905], [3.747, -4.821, -8.050], [4.884, -4.404, -8.723], [6.119, -4.715, -8.178], [6.171, -5.428, -6.990], [4.975, -5.801, -6.399], [2.758, -4.599, -8.437], [4.804, -3.850, -9.649], [7.033, -4.406, -8.673], [7.116, -5.689, -6.533], [4.965, -6.364, -5.471], [8.400, -7.285, -4.590], [9.218, -6.428, -3.970], [10.535, -6.715, -3.647], [11.035, -7.963, -3.981], [10.206, -8.870, -4.623], [8.906, -8.483, -4.904], [8.781, -5.466, -3.725], [11.152, -5.981, -3.146], [12.059, -8.227, -3.745], [10.561, -9.854, -4.899], [8.221, -9.157, -5.409]], "forces_ev_per_angstrom": [[-1.428, -0.245, 0.174], [1.429, -0.390, -0.114], [-1.786, 0.625, -0.409], [0.221, -0.775, -0.020], [1.388, 0.980, -1.030], [-1.944, -0.475, 1.470], [-0.156, -0.196, -0.788], [0.161, -0.748, -0.371], [-0.300, 0.596, 0.315], [0.098, 0.960, -0.153], [-0.700, 0.811, -0.294], [2.059, -0.870, -0.346], [0.650, -1.065, -0.249], [1.971, 0.225, 1.054], [0.567, 2.608, 1.226], [-1.379, 1.298, -0.164], [-0.951, -0.318, -0.610], [-1.470, 0.560, -0.452], [-0.582, -2.717, -1.070], [0.417, 3.926, 2.232], [-0.424, -0.938, -1.180], [-1.868, -2.406, 1.233], [2.140, -1.242, -1.148], [0.124, 1.499, -0.438], [-0.659, -1.134, 0.482], [0.743, -0.336, -0.799], [-0.089, 0.242, -0.308], [0.664, -0.637, 0.619], [0.114, -0.437, -1.044], [0.042, 1.209, 0.074], [0.320, 0.051, -0.993], [-0.357, -0.477, 1.060], [1.215, -0.074, -0.333], [1.102, -0.034, -0.119], [-0.548, -0.223, 0.846], [-0.511, 0.696, -0.360], [0.396, 0.087, 0.439], [0.067, -0.650, 0.188], [-0.012, 0.044, 1.320], [-0.678, -0.779, 0.203], [1.047, 0.072, 0.433], [0.115, 1.173, 0.311], [-0.796, 0.821, -0.340], [0.165, -1.200, 0.135], [0.464, -0.002, -0.848], [-0.762, 0.572, 0.419], [-0.256, -1.057, -0.500], [0.442, -0.078, 0.049], [-0.057, 0.614, -0.327], [-0.342, -0.213, 0.296], [0.360, 0.189, -0.203], [-0.204, -0.139, 0.260], [0.060, -0.022, 0.042], [0.099, 0.029, -0.053], [-0.022, 0.035, -0.065], [-0.343, -0.051, 0.047], [0.049, 0.060, -0.062], [-0.038, -0.027, 0.026], [-0.035, -0.010, 0.020], [-0.047, -0.011, 0.010], [0.074, 0.009, -0.018], [-0.202, 0.100, 0.427], [0.296, -0.018, -0.192], [0.049, 0.023, 0.036], [-0.070, 0.028, 0.104], [-0.023, -0.006, -0.014], [-0.080, -0.128, -0.312], [-0.062, 0.015, 0.050], [0.036, -0.007, -0.029], [0.022, -0.011, -0.038], [0.002, -0.010, -0.041], [-0.007, 0.054, 0.083], [-0.106, 0.249, 0.205], [-0.079, -0.037, -0.329], [-0.032, -0.114, 0.022], [-0.068, 0.168, 0.035], [0.016, 0.011, 0.106], [0.111, -0.368, 0.040], [0.067, 0.035, 0.024], [0.086, 0.039, -0.017], [0.014, -0.042, -0.010], [0.014, -0.044, 0.005], [-0.009, 0.070, 0.009], [0.088, -0.285, -0.225], [0.039, 0.108, 0.293], [0.038, 0.004, 0.115], [-0.042, -0.223, -0.130], [-0.046, 0.080, -0.021], [-0.179, 0.287, 0.067], [0.001, -0.029, -0.063], [0.004, 0.014, 0.034], [0.061, 0.083, 0.013], [-0.018, 0.033, 0.015], [0.052, -0.082, -0.021], [0.373, 0.125, -0.246], [-0.146, -0.165, 0.273], [0.036, -0.006, 0.029], [0.061, 0.031, -0.040], [0.079, 0.064, -0.068], [-0.381, -0.031, 0.050], [0.043, 0.026, -0.064], [-0.031, -0.020, 0.028], [-0.034, -0.015, 0.016], [-0.074, -0.069, 0.049], [0.115, 0.008, -0.016], [0.390, -0.050, 0.067], [-0.297, -0.102, -0.137], [-0.007, -0.048, -0.012], [0.123, -0.039, 0.025], [0.026, 0.063, 0.037], [-0.282, 0.211, -0.010], [0.065, 0.012, 0.023], [-0.038, -0.006, -0.014], [-0.040, 0.011, -0.010], [-0.039, 0.026, -0.006], [0.063, -0.036, 0.009]], "charge": 1, "e_homo_ha": -0.396, "energy_ev": -77354.194}


{"formula": "C7H13NO", "method": "wB97M-V/def2-TZVPD", "symbols": ["C", "C", "C", "C", "C", "O", "N", "C", "C", "H", "H", "H", "H", "H", "H", "H", "H", "H", "H", "H", "H", "H"], "positions_angstrom": [[1.207, 0.742, -1.556], [0.434, 0.471, -0.486], [0.119, 1.095, 0.746], [0.991, 2.018, 1.534], [-0.911, 0.275, 1.281], [-2.238, 0.379, 0.979], [-0.333, -0.798, -0.341], [-1.223, -1.166, -1.443], [0.510, -1.916, 0.092], [1.376, 0.006, -2.330], [1.696, 1.699, -1.652], [2.043, 1.882, 1.264], [0.757, 3.080, 1.385], [0.891, 1.821, 2.605], [-0.839, -0.190, 2.270], [-2.291, 0.954, 0.198], [-1.751, -0.281, -1.790], [-0.673, -1.592, -2.288], [-1.944, -1.903, -1.084], [-0.119, -2.764, 0.366], [1.096, -1.599, 0.953], [1.201, -2.217, -0.702]], "forces_ev_per_angstrom": [[-0.128, -0.125, 0.247], [-0.327, -0.154, -0.333], [-0.056, -0.294, 0.148], [0.079, -0.042, -0.017], [-0.126, 0.730, 0.234], [0.374, -0.211, -0.220], [0.216, -0.093, -0.260], [0.221, 0.010, 0.128], [-0.064, 0.204, -0.140], [0.020, -0.044, 0.015], [-0.026, 0.043, -0.013], [0.016, -0.002, -0.011], [-0.026, -0.117, 0.028], [-0.034, 0.010, 0.037], [-0.072, 0.045, 0.040], [-0.045, -0.005, 0.147], [-0.007, 0.013, -0.021], [-0.017, -0.003, -0.008], [0.024, 0.017, 0.003], [0.010, 0.020, -0.012], [-0.008, 0.013, 0.018], [-0.023, -0.014, -0.007]], "e_above_lowest_kj_mol": 385.80, "e_homo_ha": -0.239, "smiles": "C=C(/C(C)=C\\O)N(C)C", "energy_ev": -11003.754}


Number 1: frontier orbital gap 7.93 eV. Number 2: frontier orbital gap 5.25 eV. Number 3: frontier orbital gap 7.73 eV. Number 4: frontier orbital gap 7.32 eV.